Record 1
The following is a quantum chemistry calculation of a molecular structure, C25H36Br2GeN5O2OsSe, from the Open Molecules 2025 dataset.

```
73
Properties=species:S:1:pos:R:3
Os 1.162 -2.135 1.335
Br -1.694 -8.051 -0.444
C -0.990 -6.399 0.045
C -1.612 -5.622 1.014
C -1.040 -4.412 1.344
N 0.074 -3.952 0.762
C 0.682 -4.706 -0.176
C 0.176 -5.934 -0.555
C 1.932 -4.136 -0.737
C 2.649 -4.752 -1.744
C 3.833 -4.175 -2.190
Br 4.818 -4.990 -3.540
C 4.272 -2.992 -1.609
C 3.507 -2.435 -0.610
N 2.355 -2.976 -0.181
H -2.512 -5.956 1.509
H -1.481 -3.782 2.106
H 0.671 -6.545 -1.294
H 2.311 -5.677 -2.185
H 5.197 -2.525 -1.914
H 3.820 -1.524 -0.119
C 3.337 -0.245 2.641
C 2.797 -1.626 2.398
O 3.270 -2.636 2.865
H 4.385 -0.300 2.933
H 2.766 0.193 3.465
H 3.203 0.400 1.773
C -2.676 -0.761 6.264
C -1.757 -1.059 5.124
C -0.536 -1.702 5.309
C 0.287 -1.956 4.233
N -0.048 -1.611 2.975
C -1.231 -0.992 2.780
C -2.088 -0.701 3.814
H -2.268 -1.104 7.211
H -3.643 -1.242 6.106
H -2.858 0.313 6.332
H -0.216 -2.009 6.296
H 1.236 -2.458 4.364
H -1.462 -0.722 1.757
H -3.020 -0.196 3.600
C -0.593 8.820 -3.937
Ge -1.149 9.613 -2.253
C 0.324 10.058 -1.077
C -2.517 10.971 -2.438
C -2.168 8.132 -1.097
Se -2.351 6.508 -1.973
C -3.870 6.925 -3.089
H -0.065 9.588 -4.503
H -1.436 8.494 -4.546
H 0.091 7.986 -3.788
H 0.933 10.830 -1.550
H 0.957 9.191 -0.893
H -0.043 10.447 -0.128
H -2.100 11.819 -2.981
H -2.852 11.322 -1.462
H -3.375 10.601 -3.000
H -3.134 8.592 -0.897
H -1.564 8.008 -0.202
H -3.574 7.702 -3.792
H -4.685 7.270 -2.456
H -4.150 6.022 -3.624
C 1.898 0.581 -2.048
N 0.897 -0.428 -2.362
C 0.122 -1.015 -1.446
N -0.732 -1.981 -1.863
O 0.195 -0.712 -0.223
H 2.887 0.245 -2.358
H 1.890 0.754 -0.976
H 1.668 1.515 -2.558
H 0.777 -0.683 -3.329
H -0.930 -2.112 -2.841
H -1.458 -2.249 -1.220
```

The calculation puts the gap between HOMO and LUMO (spin up / spin down) at 7.57 / 6.25 eV. As for the expectation value of S²: 6.02. Its energy above the lowest of the compared OMol25 structures with the same formula, charge and spin is 0.971 eV. Its spin multiplicity is 5. Its net charge is +3.

Here are the Löwdin charges for atoms 1 to 5, given in e: 1.545 0.909 -0.657 -0.058 -0.087

---

Record 2
The following is a quantum chemistry calculation of 2 unconnected molecules or ions with the total composition CH2N2O2S in a non-equilibrium geometry, from the Open Molecules 2025 dataset.

```
8
Properties=species:S:1:pos:R:3
N 1.737 0.495 1.137
C 1.600 -0.204 0.161
S 1.582 -1.030 -1.162
H 1.248 0.558 1.990
O -2.817 0.225 0.332
N -1.734 -0.200 -0.024
O -1.221 0.283 -1.134
H -0.396 -0.126 -1.300
```

As for the SMILES: N=C=S.O=NO. The calculation puts the gap between HOMO and LUMO at 10.34 eV. Its energy above the lowest of the compared OMol25 structures with the same formula, charge and spin is 4.819 eV. Its spin multiplicity is 1.

Here are the natural (NBO) charges for atoms 1 to 5, given in e: -0.637 0.239 0.005 0.430 -0.316